Formula: C23H30N6O3
Source: the OMol25 dataset
Level of theory: ωB97M-V/def2-TZVPD

The calculation puts the LUMO energy at 0.55 eV. The SMILES is CCc1ccc(N2CCCn3c2nc2c3c(=O)n(CCN3CCOCC3)c(=O)n2C)cc1.

Each line ends with the natural charge from an NBO analysis.
Cartesian coordinates (Å):
N: -0.5961 2.6369 1.4188  -0.427
H: 0.2784 -0.0665 4.0025  0.244
H: 1.4953 0.5424 -2.1849  0.233
H: 0.1533 -4.5990 2.1636  0.217
C: -0.7074 3.6670 0.4621  0.129
H: -1.2808 7.7642 -1.9597  0.207
H: 1.2938 -6.5914 -0.6366  0.200
O: 0.8518 -2.3745 2.9778  -0.642
C: 0.3376 6.9909 -3.1504  -0.592
H: 0.6312 2.3682 3.7959  0.214
H: 0.2826 7.7833 -3.8932  0.208
C: -0.3975 2.0034 3.7791  -0.417
H: -0.4662 -3.3842 -0.6990  0.162
C: -1.1939 2.7836 2.7352  -0.200
H: -1.4926 4.1754 -2.7830  0.209
H: -0.3289 7.0131 0.1774  0.210
C: -1.0897 3.3880 -0.8456  -0.158
H: -1.4179 0.1057 3.5275  0.198
C: -1.1932 4.4079 -1.7712  -0.212
H: 2.5193 -3.9805 2.1323  0.223
H: 1.0351 -1.0421 -2.8709  0.210
N: 1.5815 -2.6755 0.8275  -0.465
C: -0.5481 5.9961 -0.1153  -0.210
N: -0.0167 0.4297 2.0213  -0.338
C: 0.5986 -0.6390 1.3867  -0.112
H: 0.6201 6.0660 -3.6477  0.206
H: -0.1067 5.2242 1.8193  0.209
C: 0.6234 -5.7872 -0.9460  -0.267
N: 1.4465 -0.9930 -0.8212  -0.411
H: 0.0110 -6.6905 -2.8248  0.190
C: 0.9842 -1.9239 1.8509  0.649
N: -0.0527 -5.2606 0.2272  -0.455
H: -2.2286 2.4123 2.7113  0.190
H: 1.2052 -5.0150 -1.4730  0.202
H: 2.7254 -0.7375 -2.4424  0.224
C: 1.9836 -4.0304 1.1810  -0.253
H: -2.5545 -5.6111 -0.5762  0.164
O: -1.3852 -5.3635 -2.2548  -0.525
C: -0.4408 -6.3463 -1.8930  -0.069
C: 1.6921 -0.5262 -2.1686  -0.408
C: 1.8466 -2.2631 -0.4695  0.802
H: -1.2255 3.8432 2.9881  0.220
N: 0.4096 1.0697 -0.0808  -0.557
H: -1.2934 2.3700 -1.1322  0.229
H: -0.8361 2.1450 4.7656  0.228
C: -1.0095 6.8240 -2.4440  -0.414
C: -0.4317 4.9838 0.8177  -0.220
O: 2.4046 -2.9813 -1.2753  -0.645
C: 0.8388 -0.1980 0.0966  0.389
H: -1.7761 6.5870 -3.1842  0.208
H: 2.6502 -4.3873 0.3960  0.240
C: -0.9331 5.7269 -1.4220  -0.020
C: -0.9681 -4.2087 -0.1661  -0.245
H: -0.9552 -7.1861 -1.4004  0.161
H: 1.1133 7.2420 -2.4305  0.205
H: -1.4627 -3.8093 0.7221  0.205
C: -0.4130 0.5270 3.3999  -0.207
H: 1.2041 -5.9466 1.6977  0.198
C: -2.0031 -4.8230 -1.1115  -0.069
H: -2.7033 -4.0660 -1.4704  0.187
C: 0.7888 -4.9893 1.3657  -0.214
C: -0.0979 1.4198 1.0974  0.585


Formula: C57H55N5O4S3Sn
Source: the OMol25 dataset
Level of theory: ωB97M-V/def2-TZVPD

The calculation puts the LUMO energy at 0.28 eV.

Each line ends with the Löwdin charge.
Cartesian coordinates (Å):
C: -3.2935 4.9768 1.8337  -0.093
H: -4.4852 -4.3576 -4.8517  0.099
H: 2.5502 -3.4917 7.8746  0.103
H: -0.4047 1.0039 6.5791  0.099
H: -0.1697 4.1063 0.8543  0.108
C: -1.8278 -3.8610 3.5894  -0.071
S: 3.8648 -0.0286 0.5058  0.618
C: -3.5323 -3.9483 -4.5413  -0.083
C: 3.8262 -1.5464 -0.1255  -0.928
C: 1.1532 -2.3089 6.7657  -0.071
C: 4.1064 3.8543 -2.9871  -0.105
C: -1.5231 0.2092 -5.7409  -0.066
C: -2.9038 -4.4988 0.3335  -0.038
H: -0.5173 2.7660 6.5704  0.116
C: -2.0045 1.5655 -2.0277  -0.264
C: 2.1903 3.1088 -1.7416  -0.033
C: -0.5925 2.6907 -4.9482  -0.062
C: 3.4202 3.7446 -1.7872  -0.089
C: -1.8558 -2.7518 -1.3152  -0.495
C: -2.4562 -2.6546 3.3378  -0.052
H: -4.6524 -1.0431 -2.8589  0.112
H: -4.1402 4.5607 2.3645  0.105
H: -4.2494 6.8476 1.4074  0.104
C: -0.6068 -4.1244 2.9958  -0.017
H: 0.0158 -0.9929 5.4923  0.104
C: -0.8427 -4.9471 -0.7829  -0.025
C: -2.5477 -3.6933 -5.4855  -0.100
H: 1.9285 2.2259 -4.9870  0.112
H: -0.2546 6.4069 -0.0666  0.109
H: 3.2372 -3.4989 0.0197  0.125
C: -3.0125 1.9059 -2.9272  -0.013
C: -0.3237 1.5741 -4.1575  -0.181
C: -0.7931 0.3399 -4.5689  -0.014
H: 4.5218 -2.2099 7.1118  0.105
N: 4.6907 -1.9149 -1.1059  0.073
C: 1.2100 2.0211 5.6040  -0.315
H: 4.4542 -2.6817 -1.7176  0.098
H: -0.6058 -0.5073 -3.9292  0.089
H: -0.5415 -3.0058 -5.7930  0.107
C: -1.1049 6.0039 0.4668  -0.065
S: -2.1674 2.4984 2.2452  0.987
H: -3.4108 -2.4130 3.7834  0.105
C: -0.7796 2.4045 -1.8933  -0.064
C: -3.9414 -0.2669 -2.6137  -0.003
N: 1.9108 -2.3492 1.0586  0.062
H: 5.0693 4.3471 -3.0245  0.095
C: 1.8823 -4.7526 1.4228  -0.025
H: -2.2874 -4.5923 4.2409  0.111
N: 3.0540 -2.5632 0.3687  -0.029
H: -0.1201 -5.0656 3.1997  0.104
H: -0.2432 3.6657 -4.6292  0.122
O: 0.7635 0.5350 -2.2318  -0.337
H: -2.8017 -1.5634 0.1908  0.098
C: -2.2573 6.7642 0.6134  -0.080
H: -2.2793 1.9176 5.2095  0.111
N: -2.0394 0.4081 -1.3635  0.092
H: -1.8969 -0.7647 -6.0260  0.087
H: 4.2091 -0.2489 5.6053  0.108
C: 2.3230 2.6697 -4.0843  -0.030
C: -1.2765 1.8038 4.7890  -0.259
H: -1.3045 3.8536 4.0554  0.100
C: -2.7939 -5.7175 0.9949  -0.100
H: 2.8569 -4.7927 1.9170  0.096
Sn: 0.0754 -0.3134 -0.2503  1.414
H: -0.9588 3.4249 -2.2308  0.129
H: -4.7257 1.1848 -3.9915  0.112
H: 5.1944 -1.1526 -1.5289  0.085
H: 2.0094 -5.0219 0.3715  0.079
C: -2.9864 -1.7776 -0.8615  -0.056
C: -0.2670 1.8923 5.9590  -0.215
H: -3.7680 -3.8802 0.5403  0.109
O: -1.4249 1.7361 1.2058  -0.610
C: -1.3075 2.5619 -6.1280  -0.086
H: -3.5638 -6.0199 1.6942  0.103
H: -2.3416 1.2190 -7.4485  0.096
C: -3.3498 6.2563 1.3018  -0.080
C: 3.3676 -0.8499 5.9272  -0.087
C: -0.7349 -6.1637 -0.1364  -0.094
C: -1.7803 1.3200 -6.5280  -0.095
H: 1.8320 1.8774 6.4885  0.090
C: 1.3010 -3.3692 1.5296  -0.255
C: -1.0638 2.8513 3.7018  -0.310
C: 0.3457 1.7221 -2.7855  -0.501
C: -1.0504 4.7210 0.9875  -0.074
C: -1.7145 -6.5520 0.7691  -0.104
N: -0.6446 -2.0030 1.9324  0.078
H: -1.6449 -7.4998 1.2874  0.099
H: 0.2884 -2.8504 7.1256  0.105
H: -1.5044 3.4369 -6.7352  0.098
C: -3.3058 -3.6737 -3.2030  -0.039
H: 1.2391 -5.4971 1.8773  0.059
O: 0.8663 0.5408 3.3974  -0.532
H: -1.2154 0.8223 4.3231  0.076
C: -1.9204 -4.0894 -0.5547  -0.133
S: 1.9400 0.8767 4.3382  0.961
H: -3.9539 -2.2624 -0.9854  0.110
C: 2.4246 -2.6546 7.2012  -0.084
C: -3.9722 0.9656 -3.2468  -0.037
C: 0.9916 -1.2539 5.8803  -0.077
C: -1.1023 -2.9146 -3.7276  -0.035
C: 1.6049 2.5908 -2.8926  -0.135
H: -4.0764 -3.9027 -2.4769  0.114
C: 3.5597 3.2965 -4.1312  -0.086
H: -0.0543 2.7978 3.3003  0.079
H: -2.7351 -3.8857 -6.5345  0.099
C: -1.8164 -1.7626 2.4901  -0.154
C: -2.1000 -3.1160 -2.7871  -0.147
H: 1.4211 3.0133 5.2009  0.078
C: -0.0196 -3.1613 2.1721  -0.206
O: -0.6019 -2.2216 -1.1132  -0.348
C: 3.5321 -1.9338 6.7757  -0.079
H: -3.0029 2.8756 -3.4036  0.119
C: -2.1481 4.2153 1.6636  -0.383
H: -0.4283 2.3889 -0.8629  0.057
H: -0.0814 -4.6186 -1.4771  0.121
C: -1.3241 -3.1938 -5.0687  -0.093
H: -0.1567 -2.5209 -3.3812  0.112
C: -2.9817 -0.4980 -1.6361  -0.239
H: 3.8569 4.1349 -0.8772  0.098
H: 4.1046 3.3288 -5.0662  0.098
H: -2.2476 -0.7907 2.2675  0.101
C: 2.0959 -0.5221 5.4820  -0.375
H: -2.3128 7.7527 0.1779  0.104
H: 0.1092 -6.8100 -0.3432  0.102
H: 1.6907 2.9851 -0.7885  0.105


Formula: C2H8N3PS
Source: the OMol25 dataset
Level of theory: ωB97M-V/def2-TZVPD

The calculation puts the LUMO energy at 1.03 eV. The SMILES is C1=NC1.NP(N)S.

Each line ends with the natural charge from an NBO analysis.
Cartesian coordinates (Å):
H: -0.0079 -0.2653 -1.1349  0.432
S: -2.6487 1.5867 -0.1506  -0.413
N: -2.7891 -1.3052 0.7901  -1.174
C: 2.7307 1.1076 0.2356  -0.316
H: -2.4272 2.3575 0.9467  0.146
H: -3.5349 -1.0454 1.3997  0.397
H: 3.4197 -1.0434 -0.6402  0.213
N: -0.7820 -0.7897 -0.8102  -1.204
H: 2.2061 1.2557 1.2554  0.199
H: -1.2884 -1.4917 -1.2879  0.398
P: -1.5211 -0.1479 0.5230  1.030
H: 3.3332 1.8271 -0.1550  0.176
H: -2.3652 -2.1586 1.0814  0.376
C: 2.8581 -0.1397 -0.4792  0.076
N: 1.8697 0.5229 -0.8572  -0.337


- The highest LUMO belongs to which entry?
  C2H8N3PS